(1)
11
Properties=species:S:1:pos:R:3:mulliken_charge:R:1 method="wB97M-V/def2-TZVPD" orbital_gap_ev=9.174 energy_ev=-7658.62091 lumo_ev=0.8 spin_multiplicity=1 smiles="C1=NCC=NN1" e_homo_ev=-8.38
H -0.341 -2.230 0.064 0.2651
C 0.155 1.382 -0.014 -0.2765
N 1.127 -0.950 -0.051 -0.5976
C -1.311 -0.384 0.134 0.1031
H 0.153 1.775 0.899 0.3019
N -1.153 0.848 -0.102 -0.5094
H -2.452 -0.998 0.249 0.2278
H 2.544 0.443 0.121 0.3279
C 1.378 0.319 0.132 -0.1763
N -0.219 -1.174 -0.124 0.0521
H 0.488 2.035 -0.902 0.2820

---

(2)
11
Properties=species:S:1:pos:R:3:mulliken_charge:R:1 method="wB97M-V/def2-TZVPD" orbital_gap_ev=10.318 energy_ev=-7660.25650 lumo_ev=1.1 spin_multiplicity=1 smiles=Nn1cccn1 e_homo_ev=-9.26
H -2.294 1.339 -0.073 0.3815
H 2.447 -0.104 0.981 0.2694
N -0.159 -1.141 0.038 -0.8576
C -0.115 1.093 0.012 -0.0373
N 2.039 0.071 -0.023 -0.6846
C -1.468 0.699 0.009 -0.6305
H 0.430 2.085 -0.001 0.3402
C -1.398 -0.696 0.071 -0.1478
N 0.564 -0.029 -0.117 0.7241
H -2.198 -1.438 -0.162 0.3488
H 2.402 -0.758 -0.589 0.2939

---

(3)
11
Properties=species:S:1:pos:R:3:mulliken_charge:R:1 method="wB97M-V/def2-TZVPD" orbital_gap_ev=8.554 energy_ev=-7659.75963 lumo_ev=0.1 spin_multiplicity=1 e_homo_ev=-8.49
C 1.837 -0.276 -0.023 -0.2885
N 0.302 1.189 0.164 -0.2442
N -1.699 0.321 0.031 -0.2091
H -1.356 1.357 0.177 0.4553
C 0.649 -1.025 -0.137 -0.4357
H 0.534 -2.089 -0.285 0.3402
C -0.276 -0.005 -0.006 -0.0542
N 1.614 1.034 0.156 -0.6525
H -2.236 -0.053 0.818 0.3295
H 2.857 -0.632 -0.061 0.4294
H -2.227 0.178 -0.834 0.3298

---

(4)
11
Properties=species:S:1:pos:R:3:mulliken_charge:R:1 method="wB97M-V/def2-TZVPD" orbital_gap_ev=11.040 energy_ev=-7660.80471 lumo_ev=0.8 spin_multiplicity=1 smiles="CN=C=N.C#N" e_homo_ev=-10.24
N -0.715 0.432 -0.784 -0.3126
H -2.640 -0.317 -0.623 0.2513
N 1.340 -2.315 0.588 -0.3981
C 0.239 1.068 -0.406 0.6038
H -1.364 -1.360 0.048 0.2955
H 1.247 2.626 0.039 0.2243
H -1.893 0.086 0.945 0.2755
C -1.709 -0.326 -0.053 -0.6536
C 1.884 -1.318 0.383 0.0757
N 1.312 1.630 -0.141 -0.6615
H 2.337 -0.357 0.197 0.2996

---

(5)
11
Properties=species:S:1:pos:R:3:mulliken_charge:R:1 method="wB97M-V/def2-TZVPD" orbital_gap_ev=10.207 energy_ev=-7658.03865 lumo_ev=0.9 spin_multiplicity=1 smiles="C/N=C/N1C=N1" e_homo_ev=-9.31
H -2.216 0.960 0.118 0.2936
H -2.167 -0.485 1.168 0.2466
C 2.455 -0.405 0.148 0.1645
C -1.937 -0.102 0.169 -0.6882
C 0.238 0.602 -0.281 0.0918
H -0.056 1.658 -0.367 0.3303
N 1.582 0.357 -0.612 -0.3264
H -2.540 -0.672 -0.544 0.2246
N 1.773 -1.329 -0.304 -0.2802
H 3.419 -0.225 0.596 0.3081
N -0.551 -0.358 -0.091 -0.3645

---

(6)
12
Properties=species:S:1:pos:R:3:mulliken_charge:R:1 method="wB97M-V/def2-TZVPD" orbital_gap_ev=9.703 energy_ev=-9706.15463 lumo_ev=0.9 spin_multiplicity=1 e_homo_ev=-8.84
H 1.328 0.542 -1.260 0.3825
C -0.200 0.612 0.917 0.2623
H 0.078 2.231 -0.376 0.2717
O 1.739 0.981 -0.497 -0.4907
N -0.395 -0.452 -2.074 -0.5077
H -0.643 -2.077 2.128 0.2114
H 1.169 2.196 1.009 0.3275
N -0.995 -1.654 1.269 -1.0735
C 0.707 1.572 0.239 -0.4041
N -0.496 -0.502 1.157 0.5673
C -0.923 -1.338 -1.557 0.1591
H -1.370 -2.111 -0.956 0.2941

---

(7)
12
Properties=species:S:1:pos:R:3:mulliken_charge:R:1 method="wB97M-V/def2-TZVPD" orbital_gap_ev=8.552 energy_ev=-9709.96441 lumo_ev=0.8 spin_multiplicity=1 smiles="Nc1c[nH]c(=O)[nH]1" e_homo_ev=-7.78
H -2.626 -0.467 -0.743 0.1940
H -0.403 0.350 1.868 0.2093
C -0.644 0.145 -0.237 0.2741
H 2.400 -0.437 -0.908 0.2477
H -2.508 0.697 0.464 0.2117
N -2.028 -0.018 -0.065 -0.4749
C 1.384 -0.074 0.860 0.2512
N 1.567 -0.034 -0.508 -0.0974
H 0.342 -0.045 -2.268 0.4033
O 2.154 -0.409 1.746 -0.6297
C 0.313 0.003 -1.185 -0.4686
N 0.051 0.288 0.977 -0.1206

---

(8)
12
Properties=species:S:1:pos:R:3:mulliken_charge:R:1 method="wB97M-V/def2-TZVPD" orbital_gap_ev=9.276 energy_ev=-9708.23467 lumo_ev=0.6 spin_multiplicity=1 e_homo_ev=-8.70
H 2.863 -0.117 0.511 0.2671
O -2.525 -1.226 0.407 -0.6467
N 2.146 0.199 -0.132 -0.5009
H 2.102 -0.353 -0.981 0.2551
H -0.004 2.260 -0.318 0.4030
C -1.437 -0.725 0.162 0.2991
H -0.219 -2.242 0.246 0.2200
N -1.335 0.670 -0.071 -0.0394
C -0.102 1.204 -0.057 -0.1715
N -0.191 -1.222 0.067 -0.4055
H -2.175 1.205 -0.138 0.1956
C 0.878 0.346 0.306 0.1241

---

(9)
12
Properties=species:S:1:pos:R:3:mulliken_charge:R:1 method="wB97M-V/def2-TZVPD" orbital_gap_ev=9.145 energy_ev=-9705.12032 lumo_ev=0.5 spin_multiplicity=1 smiles=Nc1cncn1O e_homo_ev=-8.60
O -1.478 0.834 -0.826 -0.4470
H 0.377 -0.826 -2.272 0.4781
H 1.699 -1.253 1.382 0.3624
C 0.102 0.255 0.666 0.0247
N -0.397 0.161 -0.660 0.1656
N 1.417 -1.336 -0.475 -0.5495
H -0.017 1.578 2.347 0.3511
C 0.560 -0.733 -1.310 -0.1748
H -1.125 0.283 2.074 0.2929
N -0.738 1.056 1.559 -0.7178
H -1.723 1.157 -0.035 0.4210
C 1.111 -0.653 0.667 -0.2067

---

(10)
12
Properties=species:S:1:pos:R:3:mulliken_charge:R:1 method="wB97M-V/def2-TZVPD" orbital_gap_ev="7.379 / 7.378" energy_ev=-9703.96594 lumo_ev="-1.8 / -1.8" spin_multiplicity=1 e_homo_ev="-9.15 / -9.15"
H 2.738 -0.245 -0.514 0.4381
N 0.112 -1.905 0.407 -0.4968
C 0.653 0.339 0.190 0.8342
H -0.212 1.950 0.746 0.3893
C 1.722 -0.469 -0.221 -0.3400
H -2.274 -0.975 0.569 0.2353
H -1.148 1.471 -0.734 0.2988
N 0.447 1.630 0.033 -0.8425
C -0.362 -0.657 0.556 0.2573
O 1.423 -1.720 -0.011 -0.0783
H -1.632 0.888 -0.317 -0.0842
N -1.598 -0.230 0.741 -0.6112

---

(11)
12
Properties=species:S:1:pos:R:3:mulliken_charge:R:1 method="wB97M-V/def2-TZVPD" orbital_gap_ev=9.934 energy_ev=-9707.29267 lumo_ev=0.4 spin_multiplicity=1 smiles="[H]/N=C/N(C=O)/C=N/[H]" e_homo_ev=-9.57
H -3.010 -0.523 -0.482 0.2855
H 0.044 1.683 1.637 0.2517
C 1.021 -0.618 -0.502 -0.1935
O 1.950 1.266 1.146 -0.5096
C 0.753 0.915 1.173 0.1976
H 1.470 -1.076 -2.338 0.2411
H -1.675 0.651 1.044 0.2547
N -1.982 -0.779 -0.356 -0.4240
C -1.307 -0.016 0.316 -0.0404
H 2.017 -0.428 -0.280 0.4717
N 0.553 -0.885 -1.835 -0.5402
N 0.166 -0.189 0.476 0.0052

---

(12)
12
Properties=species:S:1:pos:R:3:mulliken_charge:R:1 method="wB97M-V/def2-TZVPD" orbital_gap_ev=9.081 energy_ev=-9704.39176 lumo_ev=0.2 spin_multiplicity=1 e_homo_ev=-8.92
N -0.575 -1.666 -0.879 -0.4313
C -1.526 -1.246 -0.026 0.1226
H -2.528 -1.863 -0.089 0.3402
H 1.462 1.320 -0.123 0.3499
H 0.746 0.676 1.695 0.2954
H 1.766 0.412 -0.756 0.2015
C 0.543 1.151 0.596 -0.6996
H 0.059 2.255 0.740 0.1978
N 1.423 -0.414 -1.255 -0.8168
C 0.292 -0.741 -0.670 0.5250
O -1.394 -0.172 0.760 -0.2844
N -0.268 0.287 0.006 0.1996

---

(13)
12
Properties=species:S:1:pos:R:3:mulliken_charge:R:1 method="wB97M-V/def2-TZVPD" orbital_gap_ev=8.576 energy_ev=-9710.33188 lumo_ev=0.8 spin_multiplicity=1 smiles="Nc1c[nH]c(=O)[nH]1" e_homo_ev=-7.81
H 1.546 0.859 -1.859 0.2376
O 0.436 2.813 -0.416 -0.6359
C 0.323 1.601 -0.348 0.1748
H -0.810 1.287 1.407 0.1958
N 0.794 0.640 -1.224 -0.0829
N -0.311 0.859 0.643 -0.0577
H 0.539 -1.526 -1.404 0.3671
H -0.322 -2.376 1.051 0.2480
N -0.711 -1.467 1.271 -0.5258
C 0.456 -0.648 -0.779 -0.5406
H -1.724 -1.536 1.280 0.2545
C -0.217 -0.507 0.378 0.3651

---

(14)
12
Properties=species:S:1:pos:R:3:mulliken_charge:R:1 method="wB97M-V/def2-TZVPD" orbital_gap_ev=9.663 energy_ev=-9706.70385 lumo_ev=0.7 spin_multiplicity=1 smiles="NC1=NN2C[C@@]12O" e_homo_ev=-8.93
H 0.061 -2.008 2.037 0.2520
H -1.115 -0.443 -2.095 0.3368
H 0.548 2.222 -1.160 0.2543
N -0.885 1.233 0.047 -0.2899
C -0.054 0.194 -0.622 0.3646
H 0.773 -2.313 0.489 0.2188
O -0.186 -0.273 -1.896 -0.5071
N -0.789 0.439 1.292 -0.6547
N 0.147 -1.775 1.062 -0.4396
C -0.180 -0.531 0.683 0.5295
H 1.206 1.700 0.474 0.2554
C 0.475 1.556 -0.311 -0.3200

---

(15)
12
Properties=species:S:1:pos:R:3:mulliken_charge:R:1 method="wB97M-V/def2-TZVPD" orbital_gap_ev=9.210 energy_ev=-9708.20610 lumo_ev=0.9 spin_multiplicity=1 smiles="N[C@]12N=CN[C@H]1O2" e_homo_ev=-8.32
O -0.482 0.907 -1.056 -0.4564
C -0.755 -0.223 -0.270 0.8836
N 1.504 0.306 0.002 -0.0948
N 0.032 -1.335 -0.420 -0.6132
C 1.269 -0.982 -0.345 -0.2022
H -2.513 0.547 0.289 0.2558
C 0.277 0.999 0.127 -0.3696
H 2.068 -1.683 -0.493 0.4173
H 0.316 1.977 0.710 0.3205
H -2.084 -0.860 1.099 0.2435
N -2.051 -0.353 0.223 -0.5788
H 2.418 0.700 0.135 0.1944

---

(16)
12
Properties=species:S:1:pos:R:3:mulliken_charge:R:1 method="wB97M-V/def2-TZVPD" orbital_gap_ev=9.835 energy_ev=-9707.69978 lumo_ev=0.1 spin_multiplicity=1 e_homo_ev=-9.74
H 0.477 0.508 -0.982 0.4069
N 0.788 -1.393 -1.327 -0.6976
N 0.555 -1.264 0.975 -0.4971
O -1.704 1.979 1.029 -0.4702
H -0.888 2.450 -0.723 0.3739
N -0.365 0.571 -0.213 -0.2942
H -1.074 0.006 1.710 0.3547
H -0.277 -1.310 -1.423 0.3200
C -0.225 -0.250 0.962 0.0252
C -0.981 1.834 0.111 -0.0032
C 1.271 -1.448 -0.111 0.1949
H 2.421 -1.682 -0.007 0.2866

---

(17)
12
Properties=species:S:1:pos:R:3:mulliken_charge:R:1 method="wB97M-V/def2-TZVPD" orbital_gap_ev=9.167 energy_ev=-9708.96152 lumo_ev=0.9 spin_multiplicity=1 smiles=Nc1nc(O)c[nH]1 e_homo_ev=-8.31
C 1.287 -0.107 -0.282 0.6561
O 2.544 -0.555 -0.437 -0.5026
C -0.738 -0.184 0.289 0.3405
N -0.577 1.100 -0.249 -0.4131
H 2.592 -1.416 -0.001 0.3628
N -2.020 -0.515 0.687 -0.5120
H -0.612 1.370 0.771 0.2616
C 0.774 1.074 -0.699 -0.5041
H 1.225 1.888 -1.247 0.3920
H -2.625 -0.555 -0.128 0.2507
N 0.347 -0.893 0.369 -0.6288
H -2.018 -1.401 1.171 0.2969

---

(18)
12
Properties=species:S:1:pos:R:3:mulliken_charge:R:1 method="wB97M-V/def2-TZVPD" orbital_gap_ev=10.804 energy_ev=-9705.13259 lumo_ev=0.7 spin_multiplicity=1 smiles="O=c1n2[nH]n1CC2" e_homo_ev=-10.08
H -0.733 0.653 1.739 0.2823
N -0.036 0.507 -1.506 -0.4236
N 0.949 -0.561 -0.675 -0.2927
H -1.901 0.271 0.400 0.2646
H -0.672 -1.680 -0.336 0.3667
C 1.344 0.707 -0.049 0.6005
N -0.011 1.228 -0.196 -0.1251
O 2.372 1.128 0.340 -0.4170
C -0.137 -1.018 0.244 -0.5054
H -0.856 -0.060 -1.598 0.3158
C -0.780 0.397 0.581 -0.3522
H 0.462 -1.571 1.055 0.2863

---

(19)
12
Properties=species:S:1:pos:R:3:mulliken_charge:R:1 method="wB97M-V/def2-TZVPD" orbital_gap_ev=10.131 energy_ev=-9708.24267 lumo_ev=0.8 spin_multiplicity=1 smiles="[H]/N=C/N=C=NCO" e_homo_ev=-9.38
C 2.478 -0.293 0.549 0.0111
C -2.262 -0.132 -0.357 -0.1817
C 0.154 -0.231 0.162 0.6470
H -2.526 -1.030 0.207 0.2984
H -2.707 -0.198 -1.357 0.2520
H -2.557 1.757 -0.108 0.3256
O -2.758 0.945 0.376 -0.5101
N -0.830 -0.082 -0.510 -0.3710
N 1.139 -0.420 0.876 -0.4872
H 3.877 0.150 -0.622 0.2340
H 3.133 -0.601 1.367 0.3483
N 2.860 0.135 -0.584 -0.5666

---

(20)
12
Properties=species:S:1:pos:R:3:mulliken_charge:R:1 method="wB97M-V/def2-TZVPD" orbital_gap_ev=11.276 energy_ev=-9708.37219 lumo_ev=0.7 spin_multiplicity=1 smiles="N#CCO.N=C=N" e_homo_ev=-10.56
H 3.072 0.761 -0.996 0.2843
H -1.640 -0.178 1.087 0.2579
H 1.721 -2.190 0.699 0.2326
C -1.727 -0.038 0.007 -0.1655
O -2.903 0.696 -0.239 -0.5026
H -1.739 -1.035 -0.457 0.2192
N 1.331 -1.263 0.574 -0.5435
N 0.234 1.367 -1.024 -0.4155
C -0.565 0.708 -0.510 0.2577
C 2.158 -0.424 0.207 0.5601
H -2.859 1.023 -1.148 0.3280
N 2.931 0.486 -0.033 -0.5126

---

Table of strongest force on any atom (eV Å⁻¹), in record order: 7.15; 4.24; 1.21; 1.14; 0.96; 1.15; 0.77; 2.44; 8.56; 0.37; 9.01; 8.73; 0.39; 1.07; 3.26; 5.27; 1.92; 6.48; 0.71; 1.10